{
  "formula": "C17H40As3CsN2O4",
  "method": "ωB97M-V with the def2-TZVPD basis set",
  "spin_multiplicity": 1,
  "charge": -2,
  "molar_mass_g_mol": 694.188,
  "total_energy_ev": -212506.348,
  "orbital_gap_ev": 3.115,
  "symbols": ["Cs", "C", "As", "C", "C", "C", "C", "C", "As", "C", "C", "C", "As", "C", "C", "H", "H", "H", "H", "H", "H", "H", "H", "H", "H", "H", "H", "H", "H", "H", "H", "H", "H", "H", "H", "H", "H", "H", "H", "H", "H", "H", "N", "N", "C", "O", "O", "H", "H", "H", "O", "O", "C", "C", "C", "C", "C", "H", "H", "H", "H", "H", "H", "H", "H", "H", "H"],
  "coordinates": [[0.824151, -0.201869, -0.192254], [-1.015808, 4.100663, 0.701136], [-1.539158, 3.103935, 2.293649], [-3.135377, 4.155406, 2.850392], [-0.240478, 3.933062, 3.558428], [-0.011967, 3.234975, 4.918832], [0.567297, 4.295651, 5.872664], [1.001666, 2.092545, 4.821916], [1.177194, 0.958607, 3.195199], [-0.257428, -0.362594, 3.370836], [2.595794, -0.197915, 3.900720], [-1.337772, 2.732547, 5.481397], [-1.335823, 2.076040, 7.361748], [-1.433404, 0.134615, 7.064127], [-3.274474, 2.370108, 7.615944], [-0.861821, 5.162404, 0.902544], [-1.794746, 3.958195, -0.044861], [-0.114646, 3.632394, 0.313885], [-2.906007, 5.203791, 3.052021], [-3.559818, 3.700619, 3.745267], [-3.882270, 4.107826, 2.056174], [-0.593054, 4.955901, 3.739565], [0.715545, 4.005619, 3.031730], [1.434373, 4.775098, 5.413420], [0.884766, 3.849249, 6.817987], [-0.169940, 5.074268, 6.091597], [0.926206, 1.444394, 5.707557], [2.011400, 2.523002, 4.866593], [-0.384111, -0.617403, 4.426243], [0.029497, -1.293509, 2.868139], [-1.181019, 0.053887, 2.967291], [2.453529, -0.326842, 4.978518], [3.569581, 0.247153, 3.697065], [2.506689, -1.171873, 3.391905], [-1.743353, 1.921851, 4.867478], [-2.065799, 3.550965, 5.477131], [-0.429164, -0.247467, 6.881268], [-2.062709, -0.122656, 6.213077], [-1.823743, -0.346307, 7.962031], [-3.438720, 3.444311, 7.710690], [-3.600501, 1.886161, 8.537382], [-3.870147, 1.991100, 6.785435], [-3.911728, 1.205318, -1.182183], [-2.962161, 1.390674, -2.234644], [-1.599897, 1.655292, -1.827681], [-0.875684, 2.163501, -2.694787], [-1.311338, 1.330679, -0.662037], [-3.437537, 1.532655, -0.337321], [-3.975575, 0.201371, -1.044594], [-3.266970, 2.103138, -2.882290], [2.493611, -2.046897, -0.244772], [2.303999, -1.844172, 1.199965], [2.984516, -5.125225, 2.936986], [3.153517, -4.093119, 1.806103], [4.492497, -3.382867, 1.977932], [3.186005, -4.884468, 0.480144], [2.013413, -3.073599, 1.916547], [3.744184, -5.915873, 2.884867], [1.999750, -5.595176, 2.855949], [3.029684, -4.631053, 3.908289], [5.327946, -4.094692, 1.927979], [4.523912, -2.876728, 2.945678], [4.607845, -2.636721, 1.193126], [4.033527, -5.587334, 0.454854], [3.236818, -4.181020, -0.347995], [2.261586, -5.462959, 0.378289], [1.091746, -3.477034, 1.432031]],
  "forces_ev_per_angstrom": [[-0.2, 0.6, -0.2], [-0.1, 0.1, 0.2], [0.0, -0.3, 0.2], [0.1, 0.0, -0.2], [-0.1, 0.1, 0.0], [0.1, 0.2, 0.0], [0.0, 0.0, 0.0], [0.3, -0.3, 0.1], [0.2, -0.2, -0.3], [-0.1, 0.0, 0.4], [-0.2, 0.2, 0.1], [-0.3, -0.2, 0.2], [-0.2, 0.0, -0.2], [0.1, 0.0, 0.0], [0.1, 0.0, 0.1], [0.0, 0.0, 0.0], [0.0, 0.0, -0.1], [0.0, 0.0, -0.1], [0.1, 0.0, 0.0], [0.0, 0.0, 0.0], [0.0, 0.0, 0.0], [0.0, 0.0, 0.0], [0.0, 0.0, 0.0], [0.0, 0.0, 0.0], [0.0, 0.0, 0.0], [0.0, 0.0, 0.0], [0.0, 0.0, -0.1], [0.0, 0.0, 0.0], [-0.1, 0.0, 0.0], [0.2, 0.2, -0.1], [0.0, -0.1, 0.0], [0.1, 0.0, 0.0], [0.0, 0.0, 0.0], [0.0, 0.1, 0.0], [0.0, 0.1, 0.0], [0.0, 0.0, 0.0], [0.0, 0.0, 0.0], [0.0, 0.0, 0.0], [0.0, 0.0, 0.0], [-0.1, 0.0, 0.0], [0.0, 0.0, 0.0], [0.1, 0.0, -0.1], [0.1, 0.1, -0.1], [0.0, 0.0, 0.0], [-0.4, 0.1, -0.4], [0.2, 0.2, -0.4], [-0.8, 0.4, 0.5], [0.0, -0.1, 0.0], [0.0, 0.0, 0.0], [0.0, 0.0, 0.1], [0.9, -0.8, -0.6], [0.3, -1.2, 1.3], [-0.1, 0.2, -0.1], [-0.1, -0.2, 0.1], [0.0, 0.0, 0.0], [-0.1, 0.0, 0.0], [-0.2, 1.1, -0.5], [0.1, 0.0, 0.0], [0.0, 0.0, 0.0], [0.0, 0.0, 0.0], [0.0, 0.0, 0.0], [0.0, 0.1, 0.0], [0.0, 0.0, -0.1], [0.0, 0.0, 0.0], [0.0, 0.0, 0.0], [0.0, 0.0, 0.0], [0.2, -0.2, 0.1]]
}